# 1
{
  "formula": "C21H21BF4N5O2S2V",
  "method": "ωB97M-V/def2-TZVPD",
  "largest_force_ev_per_a": 0.66,
  "homo_energy_ev": [-15.014, -15.014],
  "total_charge": 2,
  "de_lowest_ev": 0.205,
  "gap_ev": [6.512, 6.512],
  "species": ["V", "C", "C", "C", "C", "C", "C", "C", "S", "O", "O", "N", "C", "C", "C", "C", "C", "N", "H", "H", "H", "H", "H", "H", "H", "H", "H", "H", "H", "N", "C", "C", "C", "C", "C", "C", "C", "H", "H", "H", "H", "C", "N", "C", "N", "S", "H", "H", "H", "H", "H", "H", "F", "B", "F", "F", "F"],
  "xyz": [[-0.48183, -0.44767, -1.18517], [5.58874, 0.64930, 4.34989], [4.70569, 0.49184, 3.15253], [3.62397, -0.39663, 3.19116], [2.82103, -0.59037, 2.08763], [3.10420, 0.12428, 0.92122], [4.18191, 1.00734, 0.84858], [4.96617, 1.18812, 1.97196], [2.16166, -0.13007, -0.49432], [2.87818, 0.23267, -1.66716], [1.43944, -1.40655, -0.39741], [0.73599, 0.81657, -0.43627], [0.46476, 1.83927, -1.38175], [1.18470, 2.94379, -1.76410], [0.59197, 3.70589, -2.76768], [-0.62966, 3.33178, -3.32857], [-1.26396, 2.18554, -2.89314], [-0.70229, 1.46561, -1.91170], [4.99681, 0.79960, 5.25261], [6.27346, 1.48593, 4.23716], [6.17983, -0.25666, 4.49476], [3.43764, -0.96211, 4.09525], [2.02221, -1.32013, 2.10211], [4.41720, 1.51115, -0.07826], [5.81173, 1.86099, 1.92624], [2.13985, 3.18962, -1.32675], [1.08940, 4.59797, -3.12408], [-1.08140, 3.92347, -4.11112], [-2.20321, 1.83160, -3.29452], [-7.49294, -0.77326, -3.35536], [-6.39822, -0.67526, -3.02670], [-5.02881, -0.55165, -2.61428], [-4.71665, 0.18464, -1.46797], [-3.40151, 0.29214, -1.05821], [-2.41735, -0.35702, -1.79585], [-2.69630, -1.05288, -2.96539], [-4.02704, -1.16072, -3.35995], [-5.50562, 0.66371, -0.90430], [-3.16513, 0.86048, -0.16717], [-1.92964, -1.52275, -3.56325], [-4.27898, -1.71639, -4.25290], [-2.09842, -2.35703, 3.53165], [-1.49318, -1.03270, 3.37713], [-1.11621, -0.46764, 2.24470], [-0.63479, 0.77095, 2.25471], [-1.36051, -1.41073, 0.80340], [-1.95166, -2.66380, 4.56316], [-1.60055, -3.07191, 2.88193], [-3.16297, -2.32028, 3.30551], [-1.44157, -0.46489, 4.21177], [-0.47632, 1.25411, 3.12626], [-0.22321, 1.15101, 1.41367], [0.11376, -1.08711, -2.64461], [-0.47173, -4.05560, -2.26452], [-0.73919, -3.99396, -3.54155], [-1.12348, -3.21866, -1.44261], [0.38403, -4.89491, -1.75838]],
  "atomic_forces_ev_per_a": [[-0.4, -0.2, -0.2], [0.0, 0.0, 0.0], [0.0, 0.0, 0.0], [0.0, 0.0, 0.0], [0.0, 0.0, 0.0], [0.0, 0.0, 0.1], [0.0, 0.0, 0.0], [0.0, 0.0, 0.0], [-0.1, 0.1, 0.1], [0.0, 0.0, 0.0], [0.0, 0.1, -0.1], [0.2, 0.2, -0.2], [0.4, -0.2, 0.4], [-0.3, 0.0, -0.2], [0.0, 0.0, 0.0], [-0.1, -0.1, 0.0], [-0.1, 0.1, 0.0], [0.1, -0.1, -0.1], [0.0, 0.0, 0.0], [0.0, 0.0, 0.0], [0.0, 0.0, 0.0], [0.0, 0.0, 0.0], [0.0, 0.0, 0.0], [0.0, 0.0, 0.0], [0.0, 0.0, 0.0], [0.0, 0.0, 0.0], [0.0, 0.0, 0.0], [0.0, 0.0, 0.0], [0.0, 0.0, 0.0], [-0.1, 0.0, 0.0], [0.0, 0.0, 0.0], [0.0, 0.0, 0.0], [0.1, 0.0, 0.1], [-0.1, 0.1, -0.1], [0.2, -0.1, 0.1], [-0.1, 0.0, 0.0], [0.0, 0.0, 0.0], [0.0, 0.0, 0.0], [0.0, 0.0, 0.0], [0.0, 0.0, 0.0], [0.0, 0.0, 0.0], [0.0, 0.0, 0.0], [0.1, 0.2, 0.0], [-0.1, -0.2, 0.0], [0.1, 0.0, -0.1], [-0.1, 0.0, 0.0], [-0.1, 0.0, 0.0], [0.0, 0.0, 0.0], [0.0, 0.0, 0.0], [0.0, 0.0, 0.0], [0.0, 0.0, 0.0], [0.0, 0.0, 0.1], [0.0, 0.1, 0.2], [-0.1, -0.2, 0.0], [0.0, 0.1, -0.1], [0.1, 0.1, 0.1], [0.1, 0.0, 0.0]],
  "lowdin_charge": [0.902, -0.020, -0.226, -0.009, -0.044, -0.305, -0.025, 0.002, 0.707, -0.207, -0.348, -0.177, -0.345, 0.051, 0.027, 0.011, -0.021, 0.027, 0.095, 0.089, 0.105, 0.130, 0.115, 0.123, 0.131, 0.135, 0.137, 0.132, 0.140, 0.211, -0.154, -0.191, 0.011, -0.104, -0.265, -0.056, 0.023, 0.137, 0.110, 0.110, 0.142, -0.052, -0.019, -0.696, 0.159, 0.897, 0.104, 0.073, 0.104, 0.162, 0.138, 0.072, -0.214, -0.842, 0.308, 0.182, 0.322]
}


# 2
{
  "formula": "C21H21CdClN2O3S",
  "method": "ωB97M-V/def2-TZVPD",
  "largest_force_ev_per_a": 2.76,
  "homo_energy_ev": -13.502,
  "total_charge": 2,
  "gap_ev": 2.586,
  "species": ["C", "C", "O", "N", "C", "C", "O", "C", "C", "C", "C", "C", "C", "C", "C", "C", "Cl", "N", "C", "C", "C", "C", "C", "C", "C", "O", "C", "S", "H", "H", "H", "H", "H", "H", "H", "H", "H", "H", "H", "H", "H", "H", "H", "H", "H", "H", "H", "H", "H", "Cd"],
  "xyz": [[-1.56090, 4.76408, -0.88056], [-0.76858, 3.46300, -0.82149], [-0.22227, 3.06953, 0.17442], [-0.66109, 2.65312, -2.06405], [0.12535, 3.50003, -3.01145], [1.38409, 4.22650, -2.44809], [-0.18458, 3.67064, -4.15057], [-0.05903, 1.40350, -1.82841], [1.26538, 1.08161, -2.29965], [1.86150, -0.12239, -2.05901], [1.12615, -1.07797, -1.35661], [-0.21883, -0.85374, -0.88051], [-0.78472, 0.42360, -1.12539], [-2.20671, 0.72487, -0.62014], [-2.29302, 1.10045, 0.88678], [-3.32172, 2.25901, 1.03226], [-2.99657, -0.26799, 1.88189], [-0.89556, -1.86838, -0.22211], [-0.19614, -2.50980, 0.78692], [-0.74535, -2.77093, 2.05677], [-0.02090, -3.42522, 3.01913], [1.29947, -3.90061, 2.79491], [1.87489, -3.66702, 1.56466], [3.30243, -4.15318, 1.28113], [3.34404, -5.66514, 0.93975], [3.84172, -6.43569, 1.71516], [1.15080, -2.98448, 0.57358], [1.80961, -2.65433, -1.01407], [-2.01947, 4.92286, 0.10413], [-0.92976, 5.63480, -1.10389], [-2.36434, 4.71872, -1.63379], [1.82237, 3.58871, -1.65954], [1.14576, 5.22498, -2.06480], [2.14013, 4.25775, -3.24552], [1.84660, 1.80165, -2.87789], [2.86000, -0.39038, -2.40638], [-2.84344, -0.15771, -0.81001], [-2.65014, 1.54091, -1.20479], [-1.33194, 1.33700, 1.35159], [-3.13780, 3.03199, 0.27975], [-3.38151, 2.64055, 2.05740], [-4.29914, 1.81223, 0.77705], [-1.83737, -1.59141, 0.07230], [-1.75506, -2.47094, 2.32972], [-0.48053, -3.65274, 4.04900], [1.81839, -4.44465, 3.59191], [3.77791, -3.50678, 0.52433], [3.88915, -4.01339, 2.20277], [2.88425, -6.01128, -0.01892], [-0.40357, -4.25595, 5.76035]],
  "atomic_forces_ev_per_a": [[-0.4, -0.4, -0.4], [-0.1, 0.2, 0.5], [-0.4, 0.0, -0.3], [1.1, 0.7, 0.5], [1.1, 1.7, -1.0], [-0.1, -1.5, 0.1], [-0.5, -0.9, 0.8], [0.0, -1.2, 0.1], [0.0, 0.4, -0.4], [-0.4, -0.6, -0.3], [-0.5, -1.9, 1.1], [0.5, 1.2, -1.1], [-1.0, 0.1, 0.1], [0.5, -0.6, 0.1], [-1.0, 0.9, 0.0], [-0.1, -1.0, -0.1], [0.3, 0.1, -0.3], [1.0, 1.7, 1.7], [0.4, -1.3, 0.3], [-1.0, -0.5, 0.3], [0.6, -0.1, -0.2], [-0.9, 0.2, -0.1], [1.2, -0.7, -0.4], [-0.2, 0.4, 0.5], [0.3, 0.0, 0.4], [-0.4, 0.3, -0.5], [-0.9, 0.8, -1.2], [0.4, 1.0, 0.8], [0.3, 0.0, -0.2], [0.0, -0.3, 0.1], [0.4, 0.0, 0.2], [-0.2, 0.7, 0.1], [0.1, -0.3, -0.2], [-0.5, 0.4, 0.1], [-0.3, -0.1, 0.2], [-0.3, 0.3, 0.1], [0.1, 0.4, 0.0], [0.3, -0.3, 0.0], [-0.2, -0.1, -0.3], [0.1, 0.0, 0.5], [0.2, 0.1, -0.4], [0.3, 0.3, 0.1], [0.0, -0.2, -0.1], [0.3, 0.2, -0.4], [0.4, 1.2, -2.5], [0.0, 0.2, -0.3], [-0.2, -0.5, 0.0], [-0.2, -0.2, -0.3], [0.2, 0.2, 0.3], [-0.1, -1.0, 2.2]],
  "lowdin_charge": [0.034, -0.433, 0.132, 0.091, -0.415, 0.022, 0.187, -0.111, 0.071, -0.042, -0.357, -0.132, -0.049, -0.132, -0.634, -0.105, 0.664, 0.201, -0.174, -0.016, -0.130, -0.001, -0.218, -0.101, -0.221, 0.099, -0.319, 1.286, 0.099, 0.101, 0.110, 0.084, 0.098, 0.107, 0.131, 0.139, 0.121, 0.126, 0.095, 0.054, 0.095, 0.090, 0.109, 0.071, -0.196, 0.114, 0.100, 0.136, 0.139, 0.881]
}


# 3
{
  "formula": "C21H21Cl2",
  "method": "ωB97M-V/def2-TZVPD",
  "largest_force_ev_per_a": 2.32,
  "homo_energy_ev": -11.537,
  "total_charge": 1,
  "de_lowest_ev": 0.000,
  "gap_ev": 5.963,
  "species": ["C", "C", "C", "C", "H", "C", "C", "C", "C", "H", "H", "H", "H", "H", "H", "H", "H", "H", "H", "H", "Cl", "C", "C", "C", "C", "C", "C", "C", "C", "C", "Cl", "C", "C", "C", "C", "H", "H", "H", "H", "H", "H", "H", "H", "H"],
  "xyz": [[2.77220, -1.23237, -2.96243], [1.41592, -1.22188, -2.37876], [1.22427, -1.56668, -1.07428], [-0.07199, -1.81593, -0.58601], [-0.07692, -0.63239, 0.90271], [-1.23070, -1.39407, -1.27598], [-2.60246, -1.52609, -0.71111], [-1.09174, -0.98807, -2.55401], [0.21869, -0.93020, -3.23070], [2.71274, -0.88991, -4.00165], [3.40491, -0.53291, -2.38909], [3.21741, -2.24668, -2.92987], [2.08246, -1.80026, -0.44485], [-0.20952, -2.58694, 0.20424], [-2.64815, -1.86031, 0.31974], [-3.17591, -0.60103, -0.75405], [-3.20001, -2.24383, -1.27192], [-1.98946, -0.79216, -3.12094], [0.33700, 0.08013, -3.64709], [0.22334, -1.57425, -4.12837], [5.55706, 1.71344, 1.06111], [3.91904, 1.39561, 1.39156], [3.57635, 0.53108, 2.43004], [2.23089, 0.20212, 2.59408], [1.24414, 0.71529, 1.75043], [-0.09171, 0.01403, 1.73928], [-1.38724, 0.78023, 1.64873], [-2.44953, 0.35766, 2.44675], [-3.76221, 0.73802, 2.17314], [-3.98616, 1.59163, 1.09254], [-5.58105, 1.97948, 0.63873], [-2.93814, 2.13326, 0.34502], [-1.63722, 1.69427, 0.64192], [1.60653, 1.67106, 0.81944], [2.95198, 2.01339, 0.59052], [4.35501, 0.08678, 3.04986], [1.95247, -0.46093, 3.40526], [-0.14024, -0.65679, 2.59626], [-2.26130, -0.29297, 3.29397], [-4.60436, 0.34483, 2.73803], [-3.11388, 2.81607, -0.47761], [-0.84308, 2.09207, 0.03483], [0.87127, 2.20356, 0.23950], [3.21930, 2.69262, -0.20896]],
  "atomic_forces_ev_per_a": [[0.3, 0.3, -0.5], [-0.9, 0.0, 0.0], [0.0, -0.4, 0.5], [0.2, -1.2, -0.4], [0.0, -0.8, -1.1], [-0.5, 0.0, 0.0], [-0.9, -0.3, 0.3], [0.6, -0.1, -0.3], [0.3, 0.0, 0.5], [0.3, -0.2, 0.2], [0.0, -0.4, -0.2], [-0.2, 0.6, 0.0], [-0.2, -0.1, -0.1], [0.2, 1.1, -0.1], [0.3, 0.0, 0.2], [0.3, 0.2, 0.0], [0.1, -0.1, -0.2], [0.0, 0.2, -0.2], [0.1, 0.1, -0.1], [0.0, 0.1, 0.2], [0.9, 0.1, -0.1], [-0.7, 0.1, -0.2], [-0.4, 0.1, -0.3], [0.5, 0.1, 0.0], [0.1, -0.5, 0.2], [-0.1, 1.5, 1.7], [0.0, -0.5, 0.1], [-0.5, 0.1, 0.0], [0.4, 0.1, -0.3], [0.6, 0.1, -0.1], [-0.8, 0.2, -0.1], [0.5, -0.8, 0.7], [-0.9, 0.6, -0.6], [1.0, 0.6, -0.6], [-0.6, -0.8, 0.9], [-0.3, 0.2, -0.1], [0.0, -0.1, -0.1], [0.0, 0.0, 0.1], [0.0, -0.1, -0.1], [0.2, 0.2, 0.0], [-0.1, 0.0, 0.2], [0.0, -0.1, -0.1], [0.1, -0.2, -0.2], [0.1, 0.1, 0.2]],
  "lowdin_charge": [-0.011, -0.196, -0.004, 0.050, 0.047, -0.249, -0.020, 0.049, -0.087, 0.096, 0.111, 0.120, 0.146, 0.167, 0.089, 0.088, 0.099, 0.144, 0.168, 0.171, 0.715, -0.705, -0.084, -0.029, -0.205, -0.092, -0.208, -0.033, -0.084, -0.709, 0.718, -0.088, -0.037, -0.033, -0.084, 0.115, 0.117, 0.126, 0.119, 0.115, 0.110, 0.085, 0.085, 0.107]
}